Record 1
Molecular formula: C61H51ClFN6O4P2Te2Tl
Method: DFT, ωB97M-V with the def2-TZVPD basis set

The highest occupied orbital energy (alpha / beta) is -7.427 / -7.661 eV. The value obtained for the LUMO energy (alpha / beta) is -1.30 / -1.37 eV. As for the relative energy (zero: lowest compared OMol25 entry of this formula, charge and spin): 65.43 kJ/mol. The total energy comes out at -4935.8167 Eh. The value obtained for the frontier orbital gap (alpha / beta) is 0.225 / 0.231 Ha.

```
! wB97M-V def2-TZVPD RIJCOSX def2/J DEFGRID3
* xyz 0 1
Tl -1.69 0.87 0.20
O 0.66 5.05 4.24
C 1.53 5.17 3.26
O 2.57 5.77 3.38
C 1.18 4.52 1.95
C 2.06 4.43 0.89
Cl 3.70 4.85 0.83
N 1.42 3.80 -0.14
N 0.17 3.46 0.22
C 0.01 3.88 1.46
C -1.30 3.56 2.17
O -1.39 3.83 3.38
O -2.18 2.98 1.48
C 1.90 3.46 -1.44
C 1.44 2.29 -2.02
C 1.92 1.90 -3.26
C 2.84 2.68 -3.93
C 3.26 3.88 -3.36
C 2.78 4.28 -2.12
H -0.18 4.57 3.94
H 0.73 1.67 -1.47
H 1.58 0.97 -3.69
H 3.22 2.38 -4.90
H 3.95 4.52 -3.90
H 3.09 5.23 -1.71
C -3.21 -4.36 3.48
C -2.80 -3.04 3.57
C -2.83 -2.23 2.44
C -3.32 -2.73 1.25
C -3.73 -4.06 1.15
C -3.66 -4.87 2.27
N -3.41 -1.81 0.16
N -4.11 -2.20 -0.78
C -4.25 -1.27 -1.85
C -5.01 -1.68 -2.92
C -5.23 -0.79 -3.98
C -4.68 0.48 -3.92
C -3.94 0.75 -2.78
N -3.71 -0.04 -1.80
H -3.18 -4.99 4.36
H -2.44 -2.64 4.51
H -2.50 -1.20 2.49
H -4.09 -4.44 0.21
H -3.97 -5.91 2.20
H -5.43 -2.67 -2.92
H -5.83 -1.09 -4.83
H -4.83 1.22 -4.70
H -3.04 2.89 -2.24
Te 2.98 -2.00 -1.69
C 4.58 -2.39 -0.37
C 4.40 -3.27 0.69
C 5.47 -3.49 1.55
N 6.66 -2.92 1.41
C 6.82 -2.09 0.38
C 5.81 -1.79 -0.53
C 1.61 -1.65 -0.15
P -0.07 -2.34 -0.19
C -0.56 -2.18 -1.95
C -0.28 -1.00 -2.63
C -0.80 -0.77 -3.90
C -1.62 -1.72 -4.50
C -1.90 -2.90 -3.82
C -1.39 -3.13 -2.56
C 0.21 -4.13 0.02
C 0.82 -4.96 -0.93
C 1.05 -6.30 -0.66
C 0.67 -6.83 0.56
C 0.05 -6.03 1.51
C -0.18 -4.69 1.23
P 1.70 -0.14 0.72
C 3.43 0.28 1.11
C 4.09 -0.31 2.19
C 5.40 0.06 2.49
C 6.04 1.01 1.71
C 5.39 1.59 0.63
C 4.09 1.23 0.33
C 0.97 -0.39 2.37
C 0.46 0.74 3.01
C -0.10 0.66 4.28
C -0.13 -0.57 4.93
C 0.40 -1.70 4.31
C 0.93 -1.62 3.03
H 3.46 -3.78 0.85
H 5.36 -4.17 2.39
H 7.79 -1.62 0.28
H 6.00 -1.08 -1.32
H 0.35 -0.25 -2.17
H -0.58 0.16 -4.41
H -2.02 -1.54 -5.49
H -2.54 -3.64 -4.29
H -1.63 -4.05 -2.04
H 1.12 -4.55 -1.89
H 1.52 -6.92 -1.40
H 0.85 -7.88 0.78
H -0.26 -6.44 2.46
H -0.68 -4.06 1.96
H 3.59 -1.04 2.80
H 5.91 -0.40 3.32
H 7.06 1.31 1.95
H 5.89 2.34 0.03
H 3.58 1.68 -0.51
H 0.51 1.70 2.51
H -0.50 1.55 4.74
H -0.55 -0.64 5.92
H 0.39 -2.65 4.82
H 1.35 -2.50 2.56
C -3.87 1.38 3.85
Te -4.63 1.29 1.87
C -5.97 -0.33 2.29
H -4.70 1.48 4.54
H -3.22 2.25 3.90
H -3.30 0.48 4.08
H -5.42 -1.20 2.65
H -6.49 -0.58 1.38
H -6.69 -0.01 3.04
F 1.34 5.74 -5.37
C 0.37 5.30 -4.55
C 0.14 5.97 -3.36
C -0.84 5.49 -2.51
C -1.59 4.36 -2.83
C -2.61 3.82 -1.87
C -1.33 3.72 -4.04
C -0.35 4.18 -4.91
H 0.72 6.84 -3.12
H -1.02 6.00 -1.57
H -2.14 3.63 -0.90
H -3.43 4.53 -1.70
H -1.90 2.83 -4.30
H -0.13 3.68 -5.84
*
```


Record 2
Molecular formula: C25H29N3O4
Method: DFT, ωB97M-V with the def2-TZVPD basis set

The SMILES is CCCc1ccc(OCc2ccc(C(=O)N3CCN(c4ccccn4)CC3)o2)c(OC)c1. The highest occupied orbital energy is -7.927 eV. The value obtained for the LUMO energy is 0.66 eV. As for the relative energy (zero: lowest compared OMol25 entry of this formula, charge and spin): 371.46 kJ/mol. The total energy comes out at -1435.2463 Eh. The value obtained for the frontier orbital gap is 0.315 Ha.

```
! wB97M-V def2-TZVPD RIJCOSX def2/J DEFGRID3
* xyz 0 1
C 0.82 4.59 6.89
C 1.33 3.56 5.90
C 0.88 3.88 4.47
C 1.41 2.85 3.51
C 2.64 3.01 2.90
C 3.12 2.04 2.04
C 2.40 0.88 1.77
O 3.01 0.02 0.90
C 2.28 -0.98 0.23
C 1.06 -0.45 -0.46
C 0.72 0.81 -0.86
C -0.58 0.71 -1.39
C -0.95 -0.60 -1.29
C -2.23 -1.14 -1.78
O -3.11 -0.35 -2.07
N -2.42 -2.49 -1.92
C -1.43 -3.53 -1.78
C -1.14 -4.12 -3.19
N -1.51 -3.15 -4.19
C -0.76 -2.00 -4.33
C 0.56 -1.89 -3.88
C 1.23 -0.70 -4.07
C 0.59 0.36 -4.71
C -0.70 0.14 -5.15
N -1.36 -0.99 -4.97
C -2.96 -3.00 -4.24
C -3.51 -2.90 -2.79
O 0.06 -1.31 -0.71
C 1.15 0.70 2.40
O 0.47 -0.47 2.16
C -0.88 -0.55 2.55
C 0.68 1.70 3.25
H 1.15 4.35 7.90
H 1.19 5.58 6.64
H -0.27 4.62 6.89
H 0.97 2.57 6.18
H 2.42 3.53 5.93
H -0.21 3.89 4.44
H 1.25 4.87 4.19
H 3.23 3.89 3.09
H 4.07 2.15 1.55
H 1.98 -1.79 0.91
H 2.99 -1.38 -0.51
H 1.32 1.69 -0.78
H -1.18 1.50 -1.81
H -1.84 -4.31 -1.13
H -0.53 -3.14 -1.33
H -0.09 -4.40 -3.29
H -1.74 -5.01 -3.37
H 1.06 -2.71 -3.39
H 2.25 -0.59 -3.72
H 1.09 1.30 -4.86
H -1.25 0.91 -5.67
H -3.17 -2.10 -4.80
H -3.38 -3.87 -4.75
H -3.89 -3.86 -2.43
H -4.29 -2.14 -2.73
H -1.46 0.29 2.15
H -1.25 -1.48 2.13
H -0.99 -0.58 3.64
H -0.27 1.57 3.73
*
```


Record 3
Molecular formula: C55H47BCdN9O2S3
Method: DFT, ωB97M-V with the def2-TZVPD basis set

The highest occupied orbital energy is -9.436 eV. The value obtained for the LUMO energy is -2.79 eV. As for the relative energy (zero: lowest compared OMol25 entry of this formula, charge and spin): 17.02 kJ/mol. The total energy comes out at -4154.3067 Eh. The value obtained for the frontier orbital gap is 0.244 Ha.

```
! wB97M-V def2-TZVPD RIJCOSX def2/J DEFGRID3
* xyz 1 1
Cd -11.66 -11.38 12.04
C -16.78 -13.22 20.92
C -15.61 -13.37 20.00
C -14.25 -13.37 20.41
C -13.26 -13.38 19.47
C -13.56 -13.53 18.10
C -14.86 -13.67 17.70
C -15.87 -13.62 18.67
S -12.27 -13.10 16.90
O -12.76 -13.29 15.50
C -10.94 -14.27 17.32
C -9.95 -13.79 18.22
C -8.95 -14.62 18.71
C -8.94 -15.99 18.37
C -8.11 -16.90 19.04
C -8.14 -18.25 18.75
C -8.99 -18.68 17.71
C -9.91 -17.85 17.13
C -9.96 -16.48 17.47
C -10.96 -15.59 16.93
C -12.03 -16.17 16.07
C -12.97 -17.12 16.53
C -13.11 -17.46 17.89
C -14.17 -18.21 18.33
C -15.20 -18.66 17.46
C -15.02 -18.43 16.11
C -13.95 -17.67 15.62
C -13.96 -17.29 14.26
C -13.01 -16.35 13.84
C -12.09 -15.86 14.75
S -10.83 -14.77 14.06
O -11.50 -13.97 13.00
C -9.81 -15.93 13.13
C -10.14 -16.36 11.84
C -9.23 -17.20 11.19
C -7.96 -17.47 11.70
C -6.99 -18.26 10.91
C -7.64 -17.03 12.97
C -8.53 -16.21 13.63
H -16.55 -12.79 21.93
H -17.24 -14.23 21.09
H -17.57 -12.57 20.46
H -13.97 -13.24 21.51
H -12.19 -13.27 19.76
H -15.18 -13.71 16.65
H -16.90 -13.72 18.31
H -10.02 -12.75 18.49
H -8.25 -14.22 19.44
H -7.52 -16.59 19.90
H -7.64 -18.98 19.38
H -8.91 -19.72 17.35
H -10.55 -18.26 16.32
H -12.36 -17.15 18.62
H -14.20 -18.45 19.39
H -16.11 -19.15 17.80
H -15.69 -18.90 15.38
H -14.78 -17.64 13.64
H -12.93 -16.05 12.81
H -11.09 -16.05 11.39
H -9.55 -17.67 10.24
H -7.41 -18.63 9.94
H -6.69 -19.18 11.46
H -6.06 -17.69 10.72
H -6.68 -17.31 13.45
H -8.21 -15.83 14.59
B -7.97 -12.27 11.41
N -8.38 -11.35 12.51
C -7.49 -10.99 13.45
C -8.20 -10.57 14.58
C -9.55 -10.72 14.28
N -9.67 -11.25 13.07
N -9.12 -12.73 10.47
C -8.96 -13.69 9.57
C -9.97 -13.61 8.64
C -10.72 -12.47 9.05
N -10.22 -11.91 10.14
H -7.57 -13.32 11.95
H -6.97 -11.85 10.76
H -6.41 -10.94 13.26
H -7.76 -10.30 15.55
H -10.45 -10.51 14.85
H -8.14 -14.39 9.64
H -10.16 -14.21 7.78
H -11.57 -11.97 8.56
N -14.79 -7.89 13.30
C -15.97 -8.20 13.93
C -16.94 -7.22 14.22
C -17.80 -7.49 15.26
C -18.00 -8.83 15.65
C -17.28 -9.85 15.07
C -16.10 -9.49 14.37
S -14.89 -10.69 14.26
N -13.54 -9.95 13.57
C -13.65 -8.67 13.22
C -12.55 -8.11 12.43
C -12.41 -6.70 12.32
C -11.70 -6.20 11.26
C -11.10 -7.07 10.34
C -11.18 -8.43 10.58
N -11.82 -8.90 11.64
H -14.61 -6.94 12.96
H -16.87 -6.22 13.84
H -18.33 -6.71 15.84
H -18.74 -9.02 16.33
H -17.49 -10.90 15.29
H -12.71 -6.02 13.14
H -11.67 -5.12 11.10
H -10.50 -6.76 9.54
H -10.81 -9.12 9.85
N -15.54 -13.18 11.48
C -15.64 -12.22 10.47
C -14.42 -11.60 10.43
N -13.60 -12.20 11.39
C -14.33 -13.10 11.99
H -16.31 -13.72 11.84
H -16.49 -12.10 9.85
H -14.14 -10.76 9.83
H -14.03 -13.71 12.82
*
```


Record 4
Molecular formula: C37H29ClN4O8PPd
Method: DFT, ωB97M-V with the def2-TZVPD basis set

The highest occupied orbital energy (alpha / beta) is -10.583 / -11.816 eV. The value obtained for the LUMO energy (alpha / beta) is -3.13 / -3.47 eV. Its expectation value of S² is 2.0066. As for the relative energy (zero: lowest compared OMol25 entry of this formula, charge and spin): 0.00 kJ/mol. The total energy comes out at -3177.4154 Eh. The value obtained for the frontier orbital gap (alpha / beta) is 0.274 / 0.307 Ha.

```
! wB97M-V def2-TZVPD RIJCOSX def2/J DEFGRID3
* xyz 1 3
Pd 0.09 0.47 -0.71
O 2.44 0.11 5.88
C 1.06 0.30 5.65
C 0.82 0.39 4.17
C -0.46 0.60 3.68
C -0.66 0.66 2.31
N 0.35 0.54 1.45
C 1.60 0.36 1.90
C 1.87 0.28 3.26
C 2.66 0.24 0.87
C 4.01 0.22 1.20
C 4.96 0.07 0.20
C 6.43 0.04 0.56
O 6.69 -0.88 1.60
C 4.52 -0.05 -1.11
C 3.16 0.00 -1.37
N 2.26 0.15 -0.41
H 2.60 0.09 6.83
H 0.70 1.22 6.12
H 0.47 -0.53 6.04
H -1.31 0.70 4.35
H -1.64 0.82 1.88
H 2.87 0.11 3.63
H 4.33 0.31 2.22
H 6.72 1.02 0.95
H 7.03 -0.15 -0.33
H 6.65 -1.78 1.24
H 5.21 -0.18 -1.93
H 2.77 -0.10 -2.38
Cl 0.04 0.31 -3.35
C -1.00 -1.08 -3.63
C -1.53 -1.21 -4.90
C -2.36 -2.29 -5.17
C -2.65 -3.21 -4.18
C -2.12 -3.06 -2.92
C -1.27 -1.99 -2.61
P -0.59 -1.80 -0.94
C 0.85 -2.90 -0.87
C 1.36 -3.53 -1.99
C 2.55 -4.24 -1.91
C 3.23 -4.32 -0.70
C 2.72 -3.69 0.42
C 1.54 -2.97 0.34
C -1.85 -2.43 0.17
C -1.83 -3.71 0.71
C -2.84 -4.11 1.57
C -3.88 -3.24 1.87
C -3.91 -1.96 1.33
C -2.89 -1.55 0.48
H -1.30 -0.48 -5.66
H -2.78 -2.40 -6.16
H -3.31 -4.05 -4.39
H -2.36 -3.78 -2.14
H 0.84 -3.48 -2.94
H 2.94 -4.74 -2.79
H 4.15 -4.89 -0.64
H 3.24 -3.76 1.37
H 1.16 -2.47 1.22
H -1.02 -4.39 0.47
H -2.83 -5.10 1.99
H -4.68 -3.56 2.53
H -4.72 -1.28 1.56
H -2.90 -0.55 0.06
O 0.07 2.74 -0.91
C -1.18 2.71 -0.80
O -1.81 1.62 -0.66
C -1.96 3.99 -0.84
C -3.35 3.96 -0.71
C -4.04 5.15 -0.75
C -3.42 6.38 -0.92
C -2.04 6.36 -1.05
C -1.30 5.19 -1.01
N -1.33 7.65 -1.23
O -0.13 7.59 -1.40
O -2.01 8.64 -1.31
N -5.51 5.11 -0.61
O -6.02 4.03 -0.40
O -6.10 6.17 -0.68
H -3.87 3.02 -0.58
H -3.98 7.30 -0.96
H -0.23 5.22 -1.12
*
```